(1)
{
  "formula": "C3H10NO",
  "method": "ωB97M-V with the def2-TZVPD basis set",
  "homo_ev": [-5.02, -8.52],
  "e_above_lowest_kcal_mol": 61.7,
  "multiplicity": 2,
  "energy_ev": -6806.072,
  "s_squared": 0.76,
  "lumo_energy_ev": [1.40, 0.55],
  "elements": ["C", "C", "C", "N", "H", "H", "H", "H", "H", "H", "H", "H", "H", "H", "O"],
  "xyz": [[0.0939, 0.4901, -1.7445], [-0.7526, -0.2327, -0.7672], [-2.0059, 0.1251, -0.4135], [0.0030, -1.1088, 0.0795], [0.3540, 1.4966, -1.3840], [0.9599, -0.1236, -1.9865], [-0.4136, 0.7421, -2.6931], [-2.4846, -0.1578, 0.5147], [-2.5068, 0.7032, -1.1718], [0.3998, -1.8616, -0.4846], [-0.4818, -1.5890, 0.8262], [0.9759, -0.0343, 1.0383], [2.7566, 0.2404, 2.7700], [1.2504, 0.9034, 2.9880], [1.8521, 0.4068, 2.4285]],
  "forces_ev_per_a": [[-0.32, 0.27, -1.44], [-1.24, -0.24, 2.31], [1.15, -0.13, -1.08], [0.01, -0.61, -1.10], [0.40, -0.60, 0.40], [0.25, 0.39, -0.02], [-0.09, -0.50, 0.32], [-0.11, -0.31, -0.29], [-0.43, 0.55, 0.39], [0.42, 0.32, 0.02], [-0.51, 0.45, 0.00], [-0.16, 0.22, -0.36], [-0.71, 0.50, 0.47], [0.40, 0.18, 0.59], [0.93, -0.47, -0.18]],
  "lowdin_charge": [-0.085, -0.499, 0.019, -0.024, 0.083, 0.069, 0.083, 0.047, 0.046, 0.095, 0.081, 0.185, 0.046, 0.017, -0.163]
}

=====

(2)
{
  "formula": "C3H10NO",
  "method": "ωB97M-V with the def2-TZVPD basis set",
  "homo_ev": [-3.30, -10.12],
  "e_above_lowest_kcal_mol": 60.4,
  "multiplicity": 2,
  "energy_ev": -6806.125,
  "s_squared": 0.75,
  "lumo_energy_ev": [0.79, 0.52],
  "elements": ["C", "N", "H", "H", "H", "H", "H", "H", "C", "C", "O", "H", "H", "H", "H"],
  "xyz": [[0.5964, 0.9368, 2.4982], [0.8928, 0.6044, 1.0700], [0.6858, -0.0041, 3.0567], [-0.3832, 1.3523, 2.7026], [1.3738, 1.6216, 2.8417], [1.7853, 0.0286, 0.9980], [-0.0039, 0.2844, 0.6288], [1.1919, 1.4554, 0.5612], [0.1850, -1.5670, -1.5595], [-0.7368, -0.6294, -1.8096], [-1.1462, 0.2834, -0.8455], [0.6704, -1.7031, -0.6004], [0.4326, -2.3308, -2.2826], [-0.8847, -0.3616, -2.8536], [-2.0436, 0.0799, -0.5577]],
  "forces_ev_per_a": [[0.88, -0.54, 0.73], [-0.88, 1.01, 0.43], [-0.02, 0.24, -0.09], [-0.07, 0.10, -0.58], [-0.08, -0.02, 0.03], [-0.35, -0.70, 0.04], [0.97, -0.36, -0.26], [-0.22, 0.45, -0.11], [-0.72, 0.04, 0.42], [1.74, -0.49, -0.25], [-0.11, -0.04, -0.08], [-0.40, -0.04, 0.17], [0.20, 0.43, -0.45], [-0.92, -0.08, 0.16], [-0.04, 0.01, -0.17]],
  "lowdin_charge": [-0.208, -0.023, 0.059, 0.069, 0.050, 0.030, 0.082, 0.048, -0.004, -0.271, -0.112, 0.018, 0.055, 0.105, 0.102]
}

=====

(3)
{
  "formula": "C3H10NO",
  "method": "ωB97M-V with the def2-TZVPD basis set",
  "homo_ev": -14.71,
  "e_above_lowest_kcal_mol": 23.8,
  "energy_ev": -6803.278,
  "lumo_energy_ev": -3.58,
  "total_charge": 1,
  "elements": ["C", "C", "C", "N", "H", "H", "H", "H", "H", "H", "H", "H", "H", "H", "O"],
  "xyz": [[-0.6060, 0.3166, 1.9792], [-0.4596, 0.5696, 0.5013], [-0.3200, 1.7697, -0.0197], [-0.4537, -0.5883, -0.4339], [-1.2361, 1.0717, 2.4561], [-1.0927, -0.6348, 2.1836], [0.3666, 0.5042, 2.4373], [-0.1046, 2.0354, -1.0489], [-0.4170, 2.7088, 0.5152], [-0.5523, -0.2611, -1.3964], [-1.1190, -1.3349, -0.2685], [0.5647, -0.8581, -0.5266], [2.4911, -1.7316, -1.8098], [1.3635, -1.5832, -2.7068], [1.5753, -1.9838, -1.8619]],
  "forces_ev_per_a": [[-0.23, 0.33, -0.31], [-1.03, 0.90, 0.39], [0.04, 1.01, -0.70], [2.39, 1.16, -0.54], [-0.14, 0.05, -0.43], [0.51, -0.19, 0.27], [0.00, -0.84, 0.19], [-0.20, -0.71, -0.33], [0.18, -0.48, 0.71], [-0.78, 0.22, 0.06], [0.19, -0.33, 0.34], [-1.04, -1.27, 0.37], [1.01, -0.20, 0.45], [-0.42, -0.20, -0.57], [-0.47, 0.56, 0.10]],
  "lowdin_charge": [-0.022, -0.336, 0.094, 0.218, 0.099, 0.086, 0.099, 0.083, 0.096, 0.157, 0.177, 0.153, 0.060, 0.059, -0.024]
}

=====

(4)
{
  "formula": "C3H10NO",
  "method": "ωB97M-V with the def2-TZVPD basis set",
  "homo_ev": -14.60,
  "e_above_lowest_kcal_mol": 61.2,
  "energy_ev": -6801.659,
  "lumo_energy_ev": -3.42,
  "total_charge": 1,
  "elements": ["C", "O", "H", "H", "H", "H", "C", "C", "N", "H", "H", "H", "H", "H", "H"],
  "xyz": [[-1.6499, 1.3077, -1.0779], [-1.6788, 0.4541, 0.0768], [-0.5457, 1.3624, -1.0870], [-2.0238, 2.2607, -1.0061], [-1.9945, 0.8756, -1.9467], [-2.3497, -0.2502, -0.0922], [1.5311, -0.3029, 0.4282], [1.5665, -1.0467, -0.6365], [0.5725, -0.6090, 1.5743], [1.9198, 0.7044, 0.4532], [1.0333, -1.9206, -0.7809], [2.5334, -0.8913, -1.0776], [1.2206, -0.7890, 2.3427], [-0.0019, -1.2863, 1.1549], [-0.1329, 0.1311, 1.6746]],
  "forces_ev_per_a": [[4.17, -1.26, 1.51], [-2.03, -1.45, 0.26], [-0.39, 0.82, -1.26], [-1.32, 2.10, 0.96], [-0.80, -1.30, -1.78], [0.54, 0.96, 0.47], [-1.78, 1.49, 0.92], [2.23, 0.37, 0.85], [1.22, 2.29, -1.88], [0.72, -0.23, 0.56], [-0.96, -1.66, -0.38], [-0.23, 0.20, -1.60], [-1.06, -0.51, 0.47], [-0.71, -2.34, 0.33], [0.41, 0.54, 0.56]],
  "lowdin_charge": [-0.091, -0.153, 0.084, 0.061, 0.067, 0.110, -0.127, 0.085, 0.213, 0.130, 0.070, 0.097, 0.182, 0.122, 0.148]
}

=====

(5)
{
  "formula": "C3H10NO",
  "method": "ωB97M-V with the def2-TZVPD basis set",
  "homo_ev": -14.99,
  "e_above_lowest_kcal_mol": 34.1,
  "energy_ev": -6802.833,
  "lumo_energy_ev": -5.31,
  "total_charge": 1,
  "elements": ["C", "N", "H", "H", "H", "H", "C", "O", "C", "H", "H", "H", "H", "H", "H"],
  "xyz": [[2.1812, 1.6957, -1.4423], [1.5273, 0.6603, -1.7552], [2.5580, 2.3338, -2.2356], [2.6832, 1.9165, -0.5093], [0.8367, 0.2118, -1.0781], [1.4070, 0.4682, -2.7481], [-1.2167, -0.0832, 0.9807], [-0.1078, -0.3626, 0.0664], [-1.6066, -1.3937, 1.6054], [-2.0504, 0.4088, 0.4862], [-0.7438, 0.6413, 1.6385], [-0.3660, -1.1993, -0.3503], [-1.6350, -2.1941, 0.8607], [-2.5730, -1.4033, 2.1108], [-0.8940, -1.7005, 2.3701]],
  "forces_ev_per_a": [[2.09, 0.36, -0.99], [-1.11, 0.28, -0.05], [-0.02, -0.15, -0.26], [-1.24, -0.10, 0.86], [0.62, -0.35, 0.49], [-0.34, 0.20, 0.10], [0.63, 0.30, 0.07], [-0.49, -0.45, -0.78], [-0.04, -0.39, 0.84], [0.05, -0.06, -0.38], [-0.41, -0.10, 0.48], [0.26, 0.04, 0.05], [-0.12, 0.08, -0.10], [-0.07, 0.33, -0.23], [0.19, 0.01, -0.12]],
  "lowdin_charge": [0.146, 0.188, 0.119, 0.128, 0.093, 0.158, -0.234, -0.125, -0.069, 0.117, 0.120, 0.097, 0.083, 0.091, 0.088]
}

=====

(6)
{
  "formula": "C3H10NO2",
  "method": "ωB97M-V with the def2-TZVPD basis set",
  "homo_ev": -3.08,
  "e_above_lowest_kcal_mol": 20.8,
  "energy_ev": -8857.891,
  "lumo_energy_ev": 3.93,
  "total_charge": -1,
  "elements": ["C", "N", "C", "O", "C", "H", "H", "H", "H", "H", "H", "H", "H", "H", "H", "O"],
  "xyz": [[-0.3434, 0.6234, 1.1706], [-0.4472, -0.5899, 0.4421], [0.0757, -0.6909, -0.9671], [-0.5352, -0.3044, -2.0815], [-0.3804, 0.4731, 2.7181], [0.6222, 1.1161, 0.9196], [-1.1366, 1.3636, 0.9026], [-1.3624, -1.0121, 0.5634], [0.4536, -1.7367, -0.9511], [1.0775, -0.1939, -0.8307], [0.6337, 0.2481, 3.0962], [-1.2134, -0.2193, 2.8768], [-0.5451, 1.3935, 3.2646], [1.4191, -0.7203, -4.0634], [0.4117, 0.0583, -3.2511], [1.2703, 0.1914, -3.8090]],
  "forces_ev_per_a": [[0.20, 2.13, 0.16], [-0.37, -0.63, -0.03], [2.45, -0.24, 0.44], [-1.31, 0.09, 0.59], [0.53, -0.07, -0.91], [-0.53, -0.31, -0.15], [0.27, -0.15, 0.05], [0.02, 0.06, -0.26], [-0.62, -0.50, -0.42], [-0.22, 0.37, 0.00], [-0.64, -1.12, -0.13], [0.57, -0.23, 0.83], [-0.69, 0.56, -0.29], [0.25, -0.14, -0.15], [0.61, 0.24, 0.50], [-0.53, -0.05, -0.22]],
  "lowdin_charge": [-0.359, -0.096, -0.528, -0.296, -0.124, 0.106, 0.099, 0.089, 0.077, 0.091, 0.061, 0.057, 0.041, -0.015, -0.024, -0.178]
}

=====

(7)
{
  "formula": "C3H10NO2",
  "method": "ωB97M-V with the def2-TZVPD basis set",
  "homo_ev": [-3.09, -8.32],
  "e_above_lowest_kcal_mol": 38.5,
  "multiplicity": 2,
  "energy_ev": -8854.146,
  "s_squared": 0.75,
  "lumo_energy_ev": [0.29, 0.26],
  "elements": ["O", "C", "O", "H", "H", "C", "N", "C", "H", "H", "H", "H", "H", "H", "H", "H"],
  "xyz": [[0.4071, 0.9154, 0.7371], [-0.5354, 1.5804, 1.2935], [-1.5337, 0.8324, 1.9093], [-0.5667, 2.6595, 1.4256], [-2.1533, 1.4535, 2.2946], [0.8357, 0.0704, -1.9166], [0.8526, -0.9973, -0.7572], [-0.0452, -2.1510, -1.0202], [1.5690, 0.7929, -1.5881], [-0.2002, 0.3782, -1.8442], [1.1947, -0.4603, -2.7980], [1.8363, -1.2462, -0.8692], [0.5040, -0.6422, 0.1761], [0.2280, -2.5434, -2.0158], [0.2648, -2.9766, -0.3763], [-1.0894, -1.8575, -1.0512]],
  "forces_ev_per_a": [[0.69, -0.74, -0.14], [-0.50, 0.73, -0.68], [-0.34, -0.42, 0.43], [0.22, -0.15, 0.26], [-0.17, 0.06, 0.11], [-0.43, -1.50, 2.51], [-0.02, -0.49, -2.26], [1.67, -0.83, -1.77], [-0.34, 0.52, -0.05], [0.14, 0.73, -0.83], [-0.53, 0.10, -0.15], [-0.30, -0.59, 1.32], [0.97, 2.06, 0.08], [-0.39, 0.23, 0.12], [-0.74, 0.31, 0.49], [0.07, 0.00, 0.56]],
  "lowdin_charge": [-0.236, -0.512, -0.075, 0.060, 0.059, 0.016, -0.084, -0.039, 0.087, 0.090, 0.087, 0.153, 0.103, 0.089, 0.097, 0.104]
}

=====

(8)
{
  "formula": "C3H10NO2",
  "method": "ωB97M-V with the def2-TZVPD basis set",
  "homo_ev": -14.63,
  "e_above_lowest_kcal_mol": 54.3,
  "energy_ev": -8849.988,
  "lumo_energy_ev": -5.15,
  "total_charge": 1,
  "elements": ["C", "C", "C", "N", "H", "H", "H", "H", "H", "H", "H", "H", "O", "H", "H", "O"],
  "xyz": [[0.7609, -0.9790, 1.1891], [1.9453, -1.4745, 1.5182], [-0.1350, 0.8438, 2.4925], [0.5593, 0.4382, 1.4926], [-0.1665, -1.4145, 0.8384], [2.7360, -0.8579, 1.9221], [2.2829, -2.5039, 1.3722], [-0.2574, 1.9156, 2.5483], [-0.4249, 0.2565, 3.3652], [0.3796, 1.0252, 0.6563], [-2.1035, 0.6738, -4.6803], [-2.0880, -0.8051, -4.2927], [-1.7763, 0.0704, -3.9983], [-1.2656, 0.7968, -1.2579], [-0.1218, 1.0134, -2.0591], [-0.3249, 1.0013, -1.1065]],
  "forces_ev_per_a": [[0.81, 0.27, 1.02], [0.08, -0.64, -0.45], [1.44, 0.58, 0.56], [-2.65, -0.37, -0.26], [0.46, -0.42, -0.27], [-0.17, 0.35, 0.03], [-0.68, 0.22, -0.07], [-0.63, 0.16, -0.11], [0.27, -0.31, -0.41], [1.08, 0.14, -0.27], [0.10, -0.10, 0.18], [0.24, 0.51, 0.22], [-0.26, -0.32, -0.22], [0.01, 0.06, 0.73], [0.87, 0.14, 0.29], [-0.98, -0.25, -0.97]],
  "lowdin_charge": [-0.127, 0.090, 0.197, 0.036, 0.129, 0.082, 0.089, 0.125, 0.136, 0.128, 0.048, 0.055, -0.065, 0.066, 0.066, -0.055]
}

=====

(9)
{
  "formula": "C3H10NO2",
  "method": "ωB97M-V with the def2-TZVPD basis set",
  "homo_ev": -14.80,
  "e_above_lowest_kcal_mol": 22.1,
  "energy_ev": -8851.385,
  "lumo_energy_ev": -3.43,
  "total_charge": 1,
  "elements": ["O", "C", "C", "N", "C", "H", "H", "H", "H", "H", "H", "H", "H", "H", "H", "O"],
  "xyz": [[2.3858, 0.7916, 0.2494], [2.0220, 0.2239, -0.7386], [0.5227, 0.3259, -1.1201], [-0.2484, 0.4224, 0.1505], [-1.6630, 0.8311, -0.0805], [2.6481, -0.3329, -1.4529], [0.4711, 1.2607, -1.6845], [0.1137, -0.4729, -1.7271], [-0.3090, -0.5424, 0.5406], [0.3369, 0.9913, 0.7717], [-2.0770, 0.1892, -0.8536], [-1.7000, 1.8381, -0.4980], [-2.2111, 0.8177, 0.8543], [-0.2499, -1.7466, 2.5562], [0.0299, -2.7702, 1.4118], [-0.0718, -1.8269, 1.6210]],
  "forces_ev_per_a": [[0.27, -0.22, 0.06], [-1.01, -0.12, -0.46], [0.72, 0.16, 0.28], [-0.34, -0.49, -1.12], [0.20, 1.01, -0.26], [0.31, 0.17, 0.23], [-0.36, 0.02, 0.05], [0.17, -0.20, -0.06], [0.48, 0.29, 0.46], [-0.38, 0.14, 0.24], [-0.11, -0.30, 0.33], [0.16, 0.03, 0.20], [-0.09, -0.24, -0.02], [-0.04, -0.17, 0.44], [-0.08, 0.37, 0.29], [0.09, -0.45, -0.67]],
  "lowdin_charge": [0.099, -0.184, -0.078, -0.020, 0.013, 0.141, 0.147, 0.137, 0.102, 0.168, 0.108, 0.108, 0.107, 0.076, 0.093, -0.017]
}

=====

(10)
{
  "formula": "C3H10NO2",
  "method": "ωB97M-V with the def2-TZVPD basis set",
  "homo_ev": -13.57,
  "e_above_lowest_kcal_mol": 63.9,
  "energy_ev": -8849.571,
  "lumo_energy_ev": -5.77,
  "total_charge": 1,
  "elements": ["C", "C", "C", "N", "H", "H", "H", "H", "H", "H", "H", "H", "O", "H", "H", "O"],
  "xyz": [[0.9476, 1.5782, -2.5009], [0.3958, 2.7173, -2.1321], [-0.0279, 0.1209, -0.7835], [0.6426, 0.3072, -1.8583], [1.8106, 1.4395, -3.1167], [-0.3598, 2.8458, -1.3759], [0.6558, 3.5665, -2.7592], [-0.7124, -0.7115, -0.6637], [-0.0318, 0.9216, -0.0366], [0.7081, -0.5092, -2.4739], [-1.9403, -5.8873, 3.6793], [-1.7922, -4.8007, 2.6459], [-1.2866, -5.2840, 3.3067], [0.0344, 0.8561, 2.6690], [-0.9201, 2.0012, 2.2931], [-0.0083, 1.6974, 2.1939]],
  "forces_ev_per_a": [[1.07, -0.77, 1.59], [0.01, 0.16, -0.98], [-0.17, 1.27, 0.24], [-1.28, -0.63, -0.42], [-0.01, 0.34, -0.78], [-0.17, -0.09, 0.02], [0.08, 0.11, 0.48], [0.79, -0.59, 0.16], [-0.18, -0.08, -0.10], [-0.05, 0.36, -0.09], [0.17, -0.03, 0.09], [0.07, 0.02, -0.02], [-0.25, 0.02, -0.07], [-0.01, 0.26, 0.11], [0.17, 0.00, 0.20], [-0.22, -0.33, -0.42]],
  "lowdin_charge": [-0.104, 0.111, 0.185, 0.054, 0.122, 0.085, 0.096, 0.134, 0.092, 0.180, 0.039, 0.024, -0.063, 0.052, 0.051, -0.059]
}

=====

(11)
{
  "formula": "C3H10NO2",
  "method": "ωB97M-V with the def2-TZVPD basis set",
  "homo_ev": -15.03,
  "e_above_lowest_kcal_mol": 40.0,
  "energy_ev": -8850.607,
  "lumo_energy_ev": -3.36,
  "total_charge": 1,
  "elements": ["C", "C", "N", "C", "O", "O", "H", "H", "H", "H", "H", "H", "H", "H", "H", "H"],
  "xyz": [[0.6327, 1.3849, 0.9461], [0.0481, 0.6166, -0.2321], [-1.3617, 0.6228, -0.0710], [0.5754, -1.0089, -0.4629], [0.2277, -1.5425, -1.7410], [-0.0575, -1.7619, 0.5730], [0.1762, 2.3447, 0.9526], [1.6881, 1.4668, 0.9305], [0.3429, 0.9313, 1.9568], [0.4925, 0.9940, -1.0933], [-1.5468, -0.2577, 0.4657], [-1.8123, 0.7425, -0.9475], [-1.5768, 1.3568, 0.5331], [1.6780, -0.8612, -0.2194], [0.7239, -2.3292, -1.9004], [-0.2306, -2.6991, 0.3099]],
  "forces_ev_per_a": [[-1.03, -2.15, 1.73], [3.60, -3.46, 0.70], [-0.16, -1.81, 0.04], [-0.22, 1.21, 1.36], [-0.27, 2.41, 1.72], [-0.13, 0.02, -0.56], [-0.10, 1.17, -0.15], [0.98, 0.14, -0.17], [0.42, 0.29, -1.33], [-0.41, 1.31, -1.96], [-0.49, 0.06, -0.74], [-1.17, -0.41, -0.87], [-1.01, 1.79, 1.16], [-1.11, -0.83, -0.78], [0.80, -0.88, -0.25], [0.30, 1.14, 0.11]],
  "lowdin_charge": [-0.018, -0.268, 0.241, -0.308, 0.033, -0.025, 0.080, 0.084, 0.132, 0.133, 0.192, 0.180, 0.139, 0.172, 0.096, 0.139]
}

=====

(12)
{
  "formula": "C3H10NO2",
  "method": "ωB97M-V with the def2-TZVPD basis set",
  "homo_ev": -13.88,
  "e_above_lowest_kcal_mol": 21.6,
  "energy_ev": -8851.402,
  "lumo_energy_ev": -3.64,
  "total_charge": 1,
  "elements": ["C", "C", "C", "O", "N", "H", "H", "H", "H", "H", "H", "H", "H", "H", "H", "O"],
  "xyz": [[0.6077, 0.6379, -0.2727], [0.9404, -0.8199, -0.1893], [1.6941, -1.3008, -1.4143], [1.9562, -0.5840, -2.3369], [-0.1645, 1.0442, 0.9725], [-0.0822, 0.8812, -1.0689], [1.4856, 1.2651, -0.3180], [0.0889, -1.5068, -0.1150], [1.5887, -1.0670, 0.6552], [2.0153, -2.3550, -1.4204], [-1.1928, 0.9144, 0.8937], [-0.0133, 2.0349, 1.2192], [0.1336, 0.4953, 1.7835], [-2.7089, -0.5015, 0.9042], [-3.3978, 0.4352, -0.0752], [-2.9509, 0.4266, 0.7826]],
  "forces_ev_per_a": [[-0.92, 0.22, 0.61], [0.39, -1.00, -0.35], [0.29, 0.10, -0.30], [-0.11, 0.24, -0.02], [0.31, 0.50, 0.74], [0.26, -0.04, -0.50], [0.19, 0.05, -0.18], [-0.23, 0.33, 0.13], [-0.01, 0.17, 0.21], [-0.12, -0.07, 0.18], [-0.19, -0.05, -0.28], [-0.04, -0.40, -0.20], [0.07, 0.13, -0.05], [-0.44, -0.08, 0.13], [-0.11, 0.16, 0.11], [0.65, -0.24, -0.24]],
  "lowdin_charge": [-0.127, -0.149, -0.242, 0.094, 0.176, 0.140, 0.142, 0.131, 0.133, 0.137, 0.099, 0.182, 0.166, 0.066, 0.082, -0.031]
}